C4H7NO | ωB97M-V with the def2-TZVPD basis set

Computed properties:
SMILES string   C[C@@]1(C=O)CN1
Energy above the lowest of the compared OMol25 structures with the same formula, charge and spin   63.5 kcal/mol

Bonds (Å) are listed after each position.
Cartesian coordinates (Å):
1 C 1.383 -0.571 0.120  C2 1.517, H7 1.095, H8 1.099, H9 1.090
2 C -0.025 -0.009 0.091  C1 1.517, C3 1.490, C5 1.445, N6 1.464
3 C -1.138 -0.959 0.370  C2 1.490, O4 1.211, H10 1.088
4 O -2.239 -0.828 0.857  C3 1.211
5 C -0.193 1.426 0.122  C2 1.445, N6 1.610, H11 1.080, H12 1.109
6 N -0.318 0.557 -1.227  C2 1.464, C5 1.610, H13 1.040
7 H 1.397 -1.568 -0.331  C1 1.095
8 H 2.086 0.045 -0.459  C1 1.099
9 H 1.737 -0.635 1.149  C1 1.090
10 H -0.877 -1.814 -0.251  C3 1.088
11 H -1.146 1.871 0.363  C5 1.080
12 H 0.661 2.037 0.478  C5 1.109
13 H -1.340 0.498 -1.410  N6 1.040